1.
59
Properties=species:S:1:pos:R:3:forces:R:3 method="wB97M-V/def2-TZVPD" lumo_energy_ev=-2.5 homo_ev=-11.8 total_charge=+1 e_above_lowest_kj_mol=516.65 orbital_gap_ev=9.3
N 0.82599 -1.29696 1.47138 1.3 0.3 -0.9
C 0.48447 -1.26402 -0.04209 -0.3 0.7 0.0
C 1.80037 -1.25791 -0.87176 1.2 1.5 0.4
C 1.97335 -0.04245 -1.79775 0.4 -0.3 -1.0
O 2.84310 -1.24930 0.07226 1.4 -0.5 0.1
C -0.39686 -0.05401 -0.44144 -0.4 0.4 0.3
N -1.58444 -0.02844 0.38477 0.1 -0.6 -0.5
C -2.23603 1.30713 0.30392 -0.2 -3.1 0.6
H 1.94634 -1.50602 1.50880 -2.4 0.0 0.0
H 0.19501 -1.96969 1.93062 0.4 0.4 0.1
H 0.68189 -0.38458 1.93537 -0.1 -0.5 -0.4
H -0.07351 -2.18962 -0.18145 0.0 0.2 -0.2
H 1.94516 -2.20052 -1.43749 -0.3 0.5 0.2
H 1.34960 -0.23670 -2.66562 -0.1 0.6 -0.2
H 2.99185 0.11671 -2.15131 0.4 -1.3 -0.3
H 1.92292 0.99029 -1.45399 -1.2 -0.2 0.8
H 3.29711 -0.40582 0.24155 -0.6 0.0 -0.5
H -0.66942 -0.05030 -1.54398 0.6 -0.3 1.0
H 0.06597 0.94260 -0.26444 0.4 -0.8 -0.1
H -2.11890 -0.84258 0.07622 -0.5 0.7 0.1
H -2.20516 1.73469 -0.68474 0.0 0.2 -0.2
H -3.25928 1.10331 0.63110 0.3 0.7 0.0
H -1.67015 1.81781 1.04532 -0.1 1.3 0.4
H -4.49534 -3.08764 0.54081 0.0 0.3 0.4
H -4.35914 -2.94806 2.04437 -0.2 -0.1 0.2
O -3.97239 -2.63847 1.22424 -0.2 -0.2 -0.4
H 1.34773 -2.76239 -4.04562 -0.2 0.0 -0.1
H 0.28820 -2.76322 -2.90978 0.1 -0.2 -1.1
O 0.39659 -2.84233 -3.88842 0.3 0.1 1.4
H 4.15070 -2.05612 2.31328 -0.4 0.7 1.0
H 3.81824 -3.04792 1.46510 -1.1 -0.8 -0.5
O 3.34503 -2.57665 2.16858 1.7 -0.2 0.1
H 0.57482 3.73595 2.31949 -0.4 0.0 0.1
H -0.01400 2.47578 1.61190 -0.6 0.3 -0.1
O 0.77784 2.86312 1.97657 0.7 -0.4 0.3
H -2.45273 -2.22025 3.23057 0.2 -0.1 0.3
H -2.16601 -1.26457 2.12475 0.0 0.6 -0.7
O -1.78575 -1.59415 2.93396 0.2 -0.5 0.5
H -1.15911 -2.09842 -4.42006 -0.4 -0.5 -0.1
H -2.51157 -2.84952 -4.15709 0.1 -0.7 0.3
O -2.11067 -2.12547 -4.61666 0.0 1.2 -0.4
H -2.61604 -3.39256 -0.57024 0.8 -0.5 0.9
H -2.94774 -2.37607 -1.46777 0.8 0.8 -0.4
O -2.16816 -2.62062 -0.93020 -1.5 -0.4 -0.9
H 4.54657 3.17990 0.37235 -0.2 -0.3 0.0
H 4.44784 1.67293 0.76951 0.1 0.2 0.3
O 4.35854 2.29494 0.04588 0.5 -0.6 -0.6
H -2.57471 3.92077 -0.33151 -0.8 -0.5 -0.1
H -1.58981 4.91099 -0.81579 0.3 0.3 -0.1
O -1.68839 4.20825 -0.17095 0.7 0.4 0.1
H 1.63601 4.06400 0.40906 0.2 -0.1 0.1
H 2.87676 4.76863 0.97767 -0.2 0.0 -0.2
O 2.59506 4.12365 0.31613 -0.1 0.8 0.0
H 3.58147 0.13920 2.87439 -0.1 0.2 0.1
H 2.87786 1.45146 2.43632 0.1 -0.3 -0.3
O 3.27426 0.62552 2.10020 -0.2 0.2 0.4
H -5.37162 2.14071 -0.80858 0.3 -0.5 -0.4
H -4.58724 3.26042 -0.38790 0.5 0.0 -0.1
O -4.43247 2.39453 -0.79982 -1.6 0.9 0.2

---

2.
59
Properties=species:S:1:pos:R:3:forces:R:3 method="wB97M-V/def2-TZVPD" lumo_energy_ev=0.0 homo_ev=-7.6 e_above_lowest_kj_mol=437.60 orbital_gap_ev=7.6
C 0.57843 3.06470 2.78006 -0.9 0.3 -1.9
C 0.56898 2.08549 1.59945 -1.3 -0.5 1.4
C -0.00001 0.86017 1.57441 1.0 1.4 -0.1
N 0.12565 -0.01009 0.46313 -0.3 0.2 1.3
C -0.18721 -1.39484 0.59868 -1.2 -2.1 0.1
C 0.48669 -2.30681 -0.49761 -0.9 -0.1 0.5
H -0.20328 3.02454 3.51768 -0.9 -0.3 -0.1
H 1.43360 3.11525 3.38987 1.7 -0.4 0.4
H 0.54395 4.01887 2.23968 -0.2 0.3 0.7
H 1.00667 2.54442 0.73747 0.3 -0.4 -0.5
H -0.53182 0.56668 2.50102 0.2 -0.5 -1.0
H 0.84680 0.17059 -0.20642 0.3 0.4 0.0
H -1.29776 -1.56224 0.50374 0.8 0.4 -0.2
H -0.07672 -1.90529 1.61548 0.8 1.1 -0.9
H 1.08045 -1.89049 -1.31343 -0.2 0.8 0.2
H -0.40159 -2.72900 -0.98672 0.7 -0.5 0.0
H 1.14691 -3.07240 -0.06869 -0.5 0.0 0.0
H -1.89552 0.55695 -3.19309 0.7 0.5 -0.2
H -2.15680 2.04875 -2.59159 0.7 0.0 -0.4
O -2.48635 1.16524 -2.73639 -1.4 -0.3 0.6
H 4.65293 -1.46353 -1.86975 0.4 -0.1 0.5
H 3.30481 -1.21843 -1.08819 -0.3 -0.2 1.9
O 3.73979 -1.20608 -1.90923 0.0 0.0 -2.2
H -2.47139 -2.29193 -2.27851 0.3 -0.1 -1.3
H -3.93319 -1.68672 -2.13149 0.1 -0.1 -0.4
O -3.15891 -2.02044 -1.67988 -0.6 0.4 2.0
H -2.78438 0.28893 1.63596 0.0 0.2 -0.6
H -3.46598 0.66405 2.92188 0.0 -0.3 0.1
O -3.03171 -0.07977 2.48784 -0.3 -0.1 1.4
H -1.73221 -1.79978 3.27278 -1.1 1.0 -0.5
H -0.69270 -2.44468 3.91170 1.0 -0.7 0.8
O -1.05170 -1.56491 3.90573 0.1 -0.3 -0.2
H 3.08848 1.26292 -0.23377 0.6 0.6 0.4
H 4.25431 2.06703 -0.87562 1.2 0.5 0.6
O 3.41012 1.69989 -1.03267 -1.7 -0.6 -1.0
H 2.29974 1.31820 -2.51208 0.1 0.3 -0.1
H 2.74540 -0.07747 -2.77890 -0.7 0.6 -0.7
O 2.07267 0.58769 -3.10358 0.4 -0.9 0.5
H -2.68704 -0.01204 -0.53476 0.0 0.0 1.2
H -3.18371 1.29383 -0.58224 -0.1 0.6 0.6
O -2.92199 0.69142 0.13154 0.1 -0.6 -2.9
H 1.11251 3.70774 -0.90242 0.3 -0.9 0.3
H 0.23757 2.70914 -1.90287 1.1 1.6 1.2
O 0.49400 3.63541 -1.62026 -1.4 -0.8 -1.6
H 1.32438 -0.44868 3.06095 -0.2 -0.1 0.3
H 2.35894 -0.71658 4.18243 0.1 -0.4 0.4
O 2.09858 -0.09452 3.51379 -0.1 0.3 -0.4
H 2.52220 1.07780 2.23729 0.7 0.4 -1.2
H 3.63453 1.98912 2.37974 0.7 0.4 -0.3
O 3.15035 1.59999 1.64726 -0.5 -0.9 1.6
H -0.20983 -0.19853 -4.94431 0.5 0.4 -0.3
H 0.34716 0.00990 -3.47153 0.6 0.2 -0.5
O -0.40908 -0.27659 -4.01643 -0.8 -0.4 0.6
H -3.73620 -1.78417 2.02884 0.1 0.2 -0.4
H -3.47649 -2.70254 0.75953 -0.2 0.4 0.3
O -3.59101 -2.69113 1.72247 0.2 -0.6 0.0
H -0.81243 -3.38295 -2.93182 1.1 0.0 0.1
H -0.81844 -2.01696 -3.82617 1.5 1.3 0.0
O -1.26116 -2.77515 -3.49997 -2.5 -1.6 0.0

---

3.
14
Properties=species:S:1:pos:R:3:forces:R:3 method="wB97M-V/def2-TZVPD" lumo_energy_ev=-1.1 smiles="ClC(Cl)=C(Cl)Cl.S=C/C=C/Cl" homo_ev=-8.8 orbital_gap_ev=7.8
Cl 0.03263 1.01020 -2.94988 0.7 0.4 -1.0
C -1.07606 0.07289 -2.13819 -0.6 -0.4 1.2
Cl -1.26796 -1.56819 -2.47250 0.4 -0.9 -0.9
C -1.74460 0.52889 -1.09492 -1.1 1.3 2.0
Cl -2.69585 -0.52857 -0.00765 0.7 1.3 -1.0
Cl -1.71415 2.25517 -0.63089 -0.1 -1.7 -0.3
S 1.21887 1.94301 1.64286 0.1 0.6 -0.2
C 0.48856 0.53191 1.93038 -1.3 2.3 3.3
C 0.76608 -0.69495 1.31090 0.3 -0.8 -0.8
C 1.75558 -0.74993 0.44423 0.2 -0.1 -1.3
Cl 2.08634 -2.09643 -0.60460 0.0 0.6 0.7
H -0.24408 0.61310 2.83826 1.0 -0.8 -1.9
H 0.15632 -1.52289 1.45919 -1.0 -1.4 0.5
H 2.23832 0.20579 0.27280 0.7 -0.4 -0.4

---

4.
32
Properties=species:S:1:pos:R:3:forces:R:3 method="wB97M-V/def2-TZVPD" lumo_energy_ev="4.6 / 3.7" homo_ev="-2.8 / -3.1" total_charge=-2 orbital_gap_ev="7.4 / 6.9" s_squared=6.021 multiplicity=5
Cr -0.69930 -0.04359 0.14883 0.3 -0.6 -0.2
F 1.63947 -2.05445 3.88010 0.0 0.0 0.0
C 0.49271 -1.62295 4.40706 0.0 0.1 0.0
F 0.73370 -0.49054 5.07212 0.0 0.0 0.0
F 0.06129 -2.53658 5.28138 0.0 0.0 0.0
S -0.77246 -1.31619 3.10679 0.1 0.2 0.0
O -0.10183 -0.33344 2.26202 -0.2 -0.1 -0.2
O -1.93433 -0.92086 3.82618 0.0 0.0 0.0
N -0.83857 -2.74761 2.50200 -0.3 -0.1 0.1
S -0.84051 -3.20179 1.01165 0.2 0.0 -0.2
O -2.01183 -3.91655 0.62845 0.0 0.0 0.0
O -0.26007 -2.25002 0.07889 -0.1 0.1 0.2
C 0.46440 -4.49759 1.10714 0.0 0.0 -0.1
F 0.60481 -5.08063 -0.08786 0.0 0.0 0.0
F 0.13356 -5.44306 1.99366 0.0 0.0 0.0
F 1.64066 -3.98288 1.46426 0.0 0.0 0.0
S 0.11394 -0.44972 -4.57145 0.0 0.0 0.1
C -0.28269 -0.27244 -2.99528 0.0 0.0 -0.1
N -0.55516 -0.13578 -1.87004 -0.1 0.0 0.4
F -1.90159 4.12369 0.30764 -0.1 0.0 0.0
Te -2.34786 2.60735 1.33485 0.3 -0.6 -0.4
F -0.99336 3.50331 2.53779 -0.1 0.0 0.0
F -3.95689 3.71702 1.81036 0.2 0.3 0.1
F -2.35546 -0.58112 0.68424 -0.1 -0.1 -0.1
F -3.41710 2.14230 -0.22100 -0.1 0.0 -0.1
O -0.80482 1.71869 0.33697 -0.4 0.7 0.5
C 1.94166 1.85332 -0.00617 0.0 0.0 0.0
C 1.64508 0.39054 0.05994 -0.1 0.1 0.0
O 2.34672 -0.54557 0.14541 0.1 0.0 0.0
H 3.01926 2.02206 0.01125 0.0 0.0 0.0
H 1.40390 2.32481 0.81698 0.0 0.0 0.0
H 1.46734 2.23478 -0.90981 0.0 0.0 0.0

---

no.,electronic energy (hartree)
1,-1301.22143
2,-1321.94751
3,-2891.37864
4,-4359.07623